{
  "formula": "C3H6P2",
  "method": "ωB97M-V with the def2-TZVPD basis set",
  "elements": ["C", "C", "C", "P", "P", "H", "H", "H", "H", "H", "H"],
  "coordinates": [[-1.9367, 0.2723, -0.8122], [0.3819, 0.0963, -0.0490], [1.5988, -0.1585, 0.7720], [-0.9644, -1.1375, 0.1084], [-1.1055, 0.9136, 0.6722], [-1.3366, 0.2578, -1.7754], [-3.0455, 0.2331, -0.8217], [0.6122, 0.3598, -1.0916], [2.3616, -0.6181, 0.0695], [1.3899, -0.9148, 1.5981], [2.0443, 0.6959, 1.3296]],
  "forces_ev_per_angstrom": [[0.92, -1.35, -0.90], [-0.03, 0.36, -0.76], [1.36, -1.37, 1.03], [-1.06, 0.05, 0.13], [0.11, 0.37, 0.18], [-1.40, 0.81, 0.89], [0.94, -0.04, -0.23], [-0.19, 0.16, 0.35], [-0.57, 0.56, 1.12], [0.23, 0.72, -1.04], [-0.31, -0.26, -0.79]],
  "mulliken_charge": [-0.58, 0.02, -0.99, -0.07, -0.10, 0.21, 0.34, 0.33, 0.27, 0.30, 0.29],
  "e_above_lowest_kcal_mol": 0.0,
  "smiles": "CC1P2#P1C2",
  "gap_ev": 9.5,
  "spin_multiplicity": 1,
  "homo_ha": -0.3206,
  "lumo_ha": 0.03000
}



{
  "formula": "C3H6S",
  "method": "ωB97M-V with the def2-TZVPD basis set",
  "elements": ["C", "C", "C", "S", "H", "H", "H", "H", "H", "H"],
  "coordinates": [[0.6490, 0.3401, -0.7171], [-1.1063, -0.9145, 0.2372], [-0.1898, 0.2226, 0.5920], [1.0630, 0.0108, 1.9636], [1.4257, -0.3813, -0.9392], [-0.1190, 0.7313, -1.3984], [-1.8013, -0.5886, -0.4439], [-0.5148, -1.7926, 0.0002], [-0.7753, 1.2071, 0.7640], [1.7296, 1.0405, 1.5087]],
  "forces_ev_per_angstrom": [[-3.62, -0.32, 1.44], [3.96, 0.58, 0.64], [1.09, 1.87, 0.53], [-1.43, -0.81, 0.02], [-0.12, 0.10, -0.16], [1.24, -0.07, -0.89], [-2.15, 0.23, -1.39], [-0.55, -0.57, 0.19], [0.97, -1.66, -0.23], [0.60, 0.64, -0.14]],
  "mulliken_charge": [-0.88, -0.88, 0.13, -0.25, 0.39, 0.34, 0.39, 0.34, 0.28, 0.13],
  "e_above_lowest_kcal_mol": 83.4,
  "gap_ev": [8.6, 8.6],
  "spin_multiplicity": 1,
  "homo_ha": [-0.3235, -0.3217],
  "lumo_ha": [-0.00806, -0.00624]
}



{
  "formula": "C3H6S",
  "method": "ωB97M-V with the def2-TZVPD basis set",
  "elements": ["C", "C", "C", "S", "H", "H", "H", "H", "H", "H"],
  "coordinates": [[-2.1216, 0.1866, 0.0441], [-0.8231, 0.0918, -0.1070], [1.9361, -0.2868, 0.1849], [0.4802, 0.6208, 0.9114], [-2.7452, -0.0109, -0.7420], [-2.5629, 0.8752, 0.8437], [-0.5836, -0.4278, -1.4283], [2.1526, 0.1872, -0.8130], [1.6771, -1.4051, 0.2104], [2.5902, 0.1691, 0.8959]],
  "forces_ev_per_angstrom": [[-0.05, 2.85, 2.96], [1.07, -1.97, -4.77], [-2.19, 0.42, -0.65], [-0.05, -0.48, -0.73], [-1.52, -0.80, -1.72], [0.59, -1.47, -0.70], [-0.05, 1.49, 4.40], [-0.26, -1.02, 0.86], [1.08, 1.82, -0.04], [1.38, -0.84, 0.39]],
  "mulliken_charge": [-0.57, -0.08, -0.79, -0.06, 0.31, 0.20, 0.12, 0.27, 0.29, 0.30],
  "e_above_lowest_kcal_mol": 47.9,
  "gap_ev": 9.4,
  "spin_multiplicity": 1,
  "homo_ha": -0.3102,
  "lumo_ha": 0.03346
}



{
  "formula": "C3H6S",
  "method": "ωB97M-V with the def2-TZVPD basis set",
  "elements": ["C", "C", "C", "S", "H", "H", "H", "H", "H", "H"],
  "coordinates": [[0.8039, -1.0584, -0.2068], [0.3686, 1.2469, -0.1911], [-0.2202, -0.0348, 0.4064], [-2.0253, 0.0056, -0.0657], [0.8895, -1.1486, -1.3024], [1.6347, -1.0329, 0.4196], [1.4279, 1.5679, 0.0389], [-0.0339, 1.5010, -1.1696], [-0.1588, -0.1016, 1.5540], [-2.6862, -0.9451, 0.5168]],
  "forces_ev_per_angstrom": [[-2.90, 2.83, -0.81], [1.07, -1.89, 0.24], [0.29, -0.51, 1.28], [1.13, 1.54, -1.22], [-0.10, -0.15, 0.73], [1.72, -0.51, 0.61], [-1.54, -0.36, -0.01], [0.22, 0.09, 0.07], [0.03, 0.26, -1.81], [0.08, -1.31, 0.92]],
  "mulliken_charge": [-0.80, -0.88, 0.21, -0.28, 0.33, 0.37, 0.33, 0.32, 0.27, 0.12],
  "e_above_lowest_kcal_mol": 80.5,
  "gap_ev": [8.8, 8.9],
  "spin_multiplicity": 1,
  "homo_ha": [-0.3217, -0.3255],
  "lumo_ha": [0.00023, 0.00295]
}



{
  "formula": "C3H6S2",
  "method": "ωB97M-V with the def2-TZVPD basis set",
  "elements": ["C", "C", "C", "S", "S", "H", "H", "H", "H", "H", "H"],
  "coordinates": [[1.2731, -0.1902, 0.6924], [-1.1399, -0.7390, -0.2038], [0.2144, 0.0688, -0.2227], [2.7152, -0.8381, 0.2564], [-0.3231, 1.9095, 0.3159], [1.1723, -0.2393, 1.7454], [-1.5026, -0.5404, 0.7382], [-0.8827, -1.7752, -0.3332], [-1.8869, -0.3966, -0.8568], [0.6584, 0.1629, -1.3091], [-0.2982, 2.5775, -0.8227]],
  "forces_ev_per_angstrom": [[2.54, -2.55, 0.07], [3.32, 0.05, 0.01], [-2.17, 2.91, -3.83], [-0.59, 0.63, -0.14], [0.31, -1.22, 0.42], [-0.90, 0.66, 1.03], [-1.08, -0.16, 2.37], [-0.26, -0.57, -0.09], [-0.46, 0.55, -1.35], [-0.89, -0.24, 2.17], [0.18, -0.07, -0.65]],
  "mulliken_charge": [-0.38, -1.15, 0.06, -0.21, -0.22, 0.35, 0.39, 0.32, 0.35, 0.36, 0.14],
  "e_above_lowest_kcal_mol": 37.8,
  "smiles": "C[C@@H](S)C=S",
  "gap_ev": 8.2,
  "spin_multiplicity": 1,
  "homo_ha": -0.3273,
  "lumo_ha": -0.02411
}



{
  "formula": "C3H6S3",
  "method": "ωB97M-V with the def2-TZVPD basis set",
  "elements": ["C", "C", "C", "H", "H", "H", "H", "H", "H", "S", "S", "S"],
  "coordinates": [[-0.3094, 0.3452, 1.0304], [0.1022, -0.7630, 0.1593], [0.8684, -0.1924, -0.9695], [-2.3412, 1.3159, 2.0294], [-0.1697, -0.0101, 2.0107], [0.2679, 1.2241, 1.0235], [0.6708, -1.4880, 0.5961], [-0.7571, -1.4083, -0.2383], [1.2147, 0.1615, -3.1733], [-2.1111, 0.7135, 0.8473], [0.1828, -0.3634, -2.5510], [2.3816, 0.4651, -0.7646]],
  "forces_ev_per_angstrom": [[-2.11, -0.01, 1.83], [-2.44, -0.11, -3.34], [2.32, 0.17, -1.18], [0.25, -0.08, -0.14], [-0.17, -0.37, 1.53], [0.76, 1.01, -0.80], [1.94, -1.53, 1.64], [0.65, 1.24, 0.49], [0.51, 0.33, -0.42], [0.22, 0.03, -0.13], [-0.82, -0.32, 0.47], [-1.10, -0.34, 0.04]],
  "mulliken_charge": [-0.55, -0.93, 0.26, 0.12, 0.36, 0.46, 0.32, 0.43, 0.15, -0.25, -0.17, -0.20],
  "e_above_lowest_kcal_mol": 22.2,
  "smiles": "S=C(S)CCS",
  "gap_ev": 8.4,
  "spin_multiplicity": 1,
  "homo_ha": -0.3229,
  "lumo_ha": -0.01373
}